[1]
Density functional theory data (ωB97M-V/def2-TZVPD) for a structure of composition C35H98Br6N15O8P5 at a distorted geometry.

XYZ file:
```
167
Properties=species:S:1:pos:R:3:forces:R:3
C 13.507460 -28.921828 -22.507531 -0.2 -0.8 -0.7
Br 12.972803 -30.493688 -21.458808 0.0 0.7 -0.3
Br 12.016560 -27.824262 -23.093934 0.3 -0.4 0.3
Br 14.493562 -29.550700 -24.091213 -0.2 0.4 0.6
H 14.163082 -28.327424 -21.887025 0.0 0.0 -0.1
C 17.031611 -23.439964 -20.985428 -0.8 -0.4 0.6
Br 16.454466 -24.306557 -19.310298 0.4 0.5 -0.2
Br 17.861003 -21.709986 -20.764576 -0.5 -0.5 0.0
Br 15.416651 -23.456635 -22.109362 1.0 0.3 -0.1
H 17.786748 -24.108379 -21.373093 -0.2 0.1 -0.4
O 11.650407 -24.619285 -29.028363 -0.3 -0.8 0.5
P 11.621243 -24.358455 -27.567922 0.5 -0.3 -0.8
N 10.282520 -25.006428 -26.775161 0.2 2.3 -0.1
C 9.733013 -26.311559 -27.070805 0.8 0.4 -0.9
C 9.774129 -24.302662 -25.608943 -0.3 -0.7 1.3
N 11.620155 -22.719659 -27.282567 -0.1 0.3 0.9
C 10.506404 -21.923113 -27.793308 0.0 -0.6 -0.3
C 12.793328 -21.961429 -26.882115 0.4 -0.5 0.8
N 13.028038 -24.958407 -26.837416 -0.1 0.8 0.1
C 13.713092 -26.108136 -27.405667 -0.3 0.3 -0.6
C 13.427688 -24.688894 -25.473982 -0.9 -0.3 0.9
H 9.872397 -26.436009 -28.148221 -0.1 -0.4 0.1
H 8.664147 -26.329735 -26.866963 0.0 -0.1 0.2
H 10.304146 -27.089835 -26.554142 -0.4 -0.2 0.1
H 10.162466 -24.761754 -24.687470 -0.1 0.1 0.1
H 8.683497 -24.359406 -25.528767 0.0 -0.2 -0.3
H 9.999270 -23.243727 -25.506756 0.4 -0.1 -0.5
H 10.250812 -21.076850 -27.155452 0.1 -0.2 0.2
H 10.733160 -21.534162 -28.789116 0.0 0.0 0.0
H 9.637977 -22.575962 -27.882674 -0.1 0.1 0.0
H 12.712789 -20.916752 -27.173667 0.0 -0.1 -0.4
H 12.931434 -21.957048 -25.792520 -0.3 0.2 0.0
H 13.712994 -22.427662 -27.240549 0.0 0.3 -0.4
H 14.787305 -25.932346 -27.513469 0.0 0.2 0.0
H 13.596151 -27.018348 -26.808468 -0.2 0.0 0.1
H 13.280900 -26.241899 -28.397727 0.2 -0.3 0.0
H 12.932084 -23.857620 -24.965682 0.0 0.4 -0.7
H 14.506662 -24.545708 -25.397376 0.0 -0.1 0.0
H 13.086346 -25.490016 -24.804819 0.6 -0.5 -0.1
O 9.876502 -23.010651 -22.256198 -0.1 -0.3 0.4
P 10.672971 -22.640280 -21.062990 1.2 1.0 0.1
N 11.548664 -23.888153 -20.384589 -0.9 0.0 0.2
C 12.728411 -23.578660 -19.547349 -0.5 -0.1 -1.8
C 11.439523 -25.273765 -20.812940 -1.2 0.6 -0.5
N 9.894033 -21.860832 -19.766277 1.3 -1.3 -0.9
C 9.279318 -20.573126 -20.006274 -0.8 0.2 0.4
C 9.462374 -22.696756 -18.636722 0.0 0.8 0.1
N 11.823908 -21.495591 -21.532982 0.2 0.2 0.4
C 12.287943 -21.477143 -22.924265 -1.4 0.3 0.1
C 12.656115 -20.695047 -20.640992 -0.5 1.4 -0.8
H 12.574005 -22.725307 -18.896867 -0.1 -0.3 0.4
H 13.460940 -23.299672 -20.305359 0.7 -0.1 0.7
H 12.974122 -24.503127 -19.040499 0.3 0.3 0.4
H 10.989032 -25.888262 -20.028677 0.4 -0.3 0.1
H 12.348303 -25.703211 -21.230921 0.3 0.2 0.4
H 10.718995 -25.305791 -21.635128 0.0 0.0 0.0
H 8.471601 -20.648117 -20.741780 0.0 0.1 -0.1
H 8.830488 -20.200481 -19.081483 0.0 -0.2 0.1
H 9.948707 -19.762298 -20.299254 0.4 -0.4 -0.3
H 10.159451 -22.600272 -17.802431 0.0 0.0 0.1
H 8.478349 -22.349900 -18.316025 0.0 -0.1 0.1
H 9.406698 -23.751024 -18.884087 0.0 0.0 -0.1
H 12.860211 -20.570733 -23.116806 0.4 -0.2 0.2
H 12.815540 -22.378887 -23.237659 0.2 0.0 0.0
H 11.384341 -21.353531 -23.525465 0.2 -0.4 -0.4
H 13.721551 -20.900556 -20.763692 0.0 -0.6 0.7
H 12.254286 -20.611795 -19.634421 0.4 -0.7 0.2
H 12.608520 -19.640918 -20.964084 -0.2 0.0 -0.2
O 9.049003 -16.104319 -25.265299 0.6 0.2 -0.1
P 8.598805 -17.115042 -24.299544 -0.9 -0.7 0.5
N 8.974432 -16.678992 -22.713490 -0.7 0.3 0.1
C 8.433811 -17.260326 -21.467126 0.4 0.6 -1.0
C 10.102099 -15.810531 -22.451650 0.5 0.3 -0.4
N 9.258217 -18.623891 -24.564030 -0.8 0.9 -0.8
C 10.597987 -18.695961 -25.132081 0.3 -0.4 1.7
C 8.786650 -19.795049 -23.807537 1.4 1.0 -0.4
N 6.920398 -17.356201 -24.305447 1.0 -0.3 1.8
C 6.155713 -16.196259 -23.833652 -0.1 -0.6 -0.2
C 6.294860 -18.216825 -25.285603 1.0 0.3 -1.9
H 7.686255 -16.618854 -20.990444 -0.2 0.1 -0.2
H 9.284803 -17.268209 -20.785221 -0.1 -0.7 0.2
H 7.995105 -18.233821 -21.666077 0.1 -0.1 0.3
H 10.442708 -15.270919 -23.335838 -0.3 -0.2 -0.2
H 10.969840 -16.390646 -22.113013 0.0 0.0 0.3
H 9.864860 -15.036289 -21.716731 -0.1 -0.1 0.2
H 11.286995 -18.933216 -24.303362 0.1 -0.6 -0.1
H 10.614014 -19.505707 -25.859252 0.4 0.3 -0.3
H 11.037538 -17.748572 -25.434163 -0.8 0.1 -0.8
H 7.705491 -19.815862 -23.879217 0.1 -0.5 0.3
H 9.307830 -20.638936 -24.262040 -0.6 -0.4 0.0
H 9.170357 -19.725189 -22.784673 -0.3 -0.2 0.2
H 5.164058 -16.554956 -23.551838 -0.2 0.2 -0.4
H 6.542434 -15.775249 -22.906706 0.4 0.0 -0.2
H 6.151609 -15.435122 -24.616373 -0.4 0.2 0.2
H 6.431873 -17.777257 -26.287787 -0.5 0.2 0.0
H 5.237596 -18.438185 -25.173264 0.0 0.2 0.7
H 6.846151 -19.144220 -25.435570 -0.2 -0.1 0.6
O 4.711469 -25.410061 -20.847829 0.3 0.5 0.5
P 5.456567 -26.043996 -19.742644 0.6 -1.8 0.2
N 5.203506 -25.426058 -18.194976 -1.1 0.3 -0.3
C 6.308786 -25.012152 -17.341194 -0.1 0.1 -0.4
C 4.022170 -24.572174 -18.077114 0.0 1.4 0.1
N 7.101797 -26.180458 -19.978148 -0.1 0.7 0.5
C 7.817060 -25.115223 -20.679310 -0.2 -0.2 -0.9
C 7.966764 -27.168570 -19.322786 -0.3 1.0 -0.2
N 5.103222 -27.674915 -19.503810 -0.1 0.5 -0.7
C 5.383703 -28.603016 -20.610896 0.2 -0.7 1.3
C 3.946187 -28.019660 -18.715654 -1.0 -0.4 0.2
H 6.801919 -24.141222 -17.786970 0.4 -0.1 0.2
H 7.005615 -25.832258 -17.178635 0.1 0.1 -0.2
H 5.941149 -24.708935 -16.360515 -0.2 -0.1 0.0
H 3.070268 -24.988922 -18.400141 0.2 -0.6 0.1
H 4.092496 -23.638177 -18.652907 0.3 -0.1 -0.3
H 3.933986 -24.193117 -17.056872 -0.1 -0.5 0.2
H 8.830203 -24.972054 -20.312731 -0.1 -0.3 0.2
H 7.879244 -25.370481 -21.740871 0.3 0.1 -0.1
H 7.335552 -24.136186 -20.654032 -0.3 -0.1 0.3
H 8.444144 -27.747730 -20.115121 0.1 -0.4 0.3
H 8.725124 -26.632444 -18.740523 0.2 -0.1 -0.1
H 7.393953 -27.751822 -18.608755 0.0 -0.4 -0.3
H 4.492466 -28.975135 -21.118612 -0.1 0.6 -0.4
H 6.155248 -28.211287 -21.265445 -0.2 0.1 -0.2
H 5.781349 -29.501210 -20.120245 0.2 -0.1 -0.3
H 3.443413 -28.909823 -19.106417 0.5 -0.2 -0.1
H 3.114383 -27.308027 -18.774935 0.3 0.4 0.2
H 4.187638 -28.220813 -17.669289 0.0 0.2 0.0
O 12.936910 -24.182920 -16.678584 0.1 0.2 0.5
P 12.350007 -25.188207 -15.776126 -0.4 -0.6 1.4
N 10.679085 -25.010885 -15.636731 -1.0 0.0 -0.5
C 10.192690 -23.717771 -15.173373 -0.8 -0.3 0.3
C 9.744240 -26.080198 -15.291118 1.2 -1.1 -0.4
N 12.879624 -25.080359 -14.179091 0.7 -0.2 -0.7
C 13.860960 -24.055744 -13.795489 -1.1 -0.2 -0.1
C 12.434568 -25.975096 -13.125321 -0.6 0.6 0.9
N 12.624303 -26.792241 -16.180111 -0.6 -0.2 -0.6
C 12.209957 -27.247032 -17.537049 0.0 0.8 1.4
C 13.812185 -27.486666 -15.705385 0.9 1.2 0.0
H 10.764923 -22.898637 -15.597882 0.1 0.1 0.3
H 10.066268 -23.676668 -14.080260 0.9 0.1 0.1
H 9.129759 -23.615589 -15.423684 0.2 0.1 -0.8
H 9.979466 -26.907552 -15.965384 -0.2 -0.2 0.3
H 8.684321 -25.877490 -15.441465 0.1 0.7 -0.1
H 9.880472 -26.430022 -14.263371 -0.1 0.0 0.1
H 14.868422 -24.378395 -14.058762 0.2 0.4 0.2
H 13.552720 -23.118199 -14.258307 0.6 0.0 -0.3
H 13.724762 -23.882203 -12.728330 0.4 -0.1 0.1
H 11.497116 -25.599527 -12.694673 -0.3 -0.3 -0.2
H 12.321713 -27.033626 -13.357354 0.0 0.1 -0.5
H 13.089458 -25.933257 -12.251759 0.5 0.0 -0.3
H 11.970251 -28.301159 -17.419201 -0.1 -0.1 -0.6
H 11.336823 -26.660285 -17.822296 -0.1 -0.2 -0.2
H 13.013153 -27.049671 -18.248380 0.0 -0.3 -0.2
H 14.479777 -27.763374 -16.527265 -0.4 -0.2 -0.2
H 13.646608 -28.357238 -15.071168 -0.3 0.0 0.0
H 14.420313 -26.739378 -15.188080 0.0 -0.4 0.5
C 3.995554 -21.344722 -26.869215 0.7 -1.5 0.4
O 4.795914 -21.063305 -25.707406 -0.4 1.6 -0.5
C 5.139606 -22.057075 -24.921824 1.0 -0.3 0.7
O 4.868282 -23.213169 -25.050645 -0.3 -0.5 -0.2
O 5.932986 -21.542644 -23.957251 -0.1 0.8 -0.5
C 6.516027 -22.430021 -23.031681 -1.4 -1.9 0.9
H 3.002039 -21.656707 -26.556853 -0.1 0.2 -0.1
H 4.483369 -22.203498 -27.333598 -0.3 0.0 -0.3
H 4.007868 -20.509495 -27.557949 0.0 0.3 0.4
H 5.785699 -23.222430 -22.808507 0.1 0.0 -0.2
H 6.605669 -21.963002 -22.051872 0.6 0.6 -0.4
H 7.406831 -22.959106 -23.368600 0.3 0.6 -0.1
```
Forces are in eV/Å.

Properties
Energy (eV): -543319.8185
Energy relative to the best compared isomer or geometry (same formula, charge and spin) (kJ/mol): 0.0

[2]
Density functional theory data (ωB97M-V/def2-TZVPD) for a cluster of 14 separate species, C35H98O21 in total at a distorted geometry.

XYZ file:
```
154
Properties=species:S:1:pos:R:3:forces:R:3
C 9.178871 2.514826 21.862869 0.1 -2.1 -0.6
C 9.907364 3.759580 21.975638 0.4 2.6 1.1
O 10.860072 3.792239 23.069020 -0.5 0.0 0.4
O 10.025663 1.350195 21.690463 -0.5 0.6 -1.7
H 8.567141 2.617875 20.960505 0.1 -0.3 0.0
H 8.533022 2.280380 22.687264 -0.5 0.3 0.6
H 9.147507 4.585389 22.025618 0.6 -0.6 0.3
H 10.494036 4.017022 21.128961 0.2 -0.2 -1.2
H 10.940385 4.697243 23.414363 -0.2 -0.4 -0.2
H 10.449717 1.115561 22.497296 0.4 0.0 1.1
C 11.804482 9.057646 23.614214 0.0 -0.2 0.3
C 12.681636 8.002047 24.240475 0.5 0.2 -0.6
O 13.912561 8.455002 24.819492 -0.4 -0.8 0.3
O 12.549938 9.780751 22.633714 -0.4 0.3 0.4
H 11.412177 9.762829 24.384451 0.3 -0.2 -0.8
H 10.956147 8.477334 23.187605 0.2 0.7 0.0
H 12.896465 7.314645 23.430891 0.3 -0.4 -0.2
H 12.154662 7.439841 24.981446 -0.4 -0.2 0.7
H 14.148768 9.293244 24.441133 0.0 0.7 -0.5
H 12.932209 9.191308 21.964778 -0.1 -0.3 0.1
C 8.408480 1.702336 16.592043 0.7 -0.9 -1.8
C 7.672421 2.346273 15.390180 0.8 -2.4 0.7
O 7.436636 3.676115 15.520827 1.1 2.6 -0.3
O 9.770344 2.076333 16.589159 0.2 0.4 0.2
H 8.373431 0.638600 16.395913 -0.2 -0.7 -0.2
H 8.036748 1.794555 17.583823 -1.0 0.8 0.6
H 6.731751 1.839837 15.320333 -0.8 -0.3 0.0
H 8.200079 2.070222 14.446206 0.0 0.3 0.6
H 8.321034 4.122706 15.346835 -1.3 -0.2 0.1
H 10.108468 1.835198 17.469667 0.2 0.1 -0.3
C 6.009874 9.198899 18.399296 -0.5 1.1 -0.8
C 6.697910 10.069294 19.424051 1.5 -0.5 0.9
O 6.186955 9.886362 20.745896 -0.7 -0.4 0.2
O 5.805174 7.861841 18.815690 1.1 -0.3 0.0
H 6.527717 9.274832 17.425669 0.0 -0.1 0.6
H 5.034711 9.669601 18.240746 -0.3 -0.5 -0.1
H 6.688736 11.137570 19.240904 -0.2 0.0 -0.7
H 7.759220 9.780425 19.490256 -0.1 0.1 -0.1
H 5.381911 9.351158 20.665335 0.3 0.1 0.2
H 6.681227 7.414289 18.739604 -1.0 0.3 0.1
C 16.161599 7.395009 19.703664 -1.0 -0.4 -0.2
C 14.650725 7.155447 19.763146 0.4 -0.3 0.1
O 14.087671 7.647926 20.959385 -0.2 0.1 0.4
O 16.872623 6.623143 20.630670 -0.2 0.5 1.1
H 16.271659 8.467167 19.879854 0.3 0.2 0.0
H 16.528139 7.160000 18.709726 0.1 -0.1 -0.2
H 14.300812 6.127008 19.590335 0.5 0.0 0.0
H 14.245111 7.751041 18.991415 -0.7 0.7 -1.1
H 14.252226 6.989095 21.646072 0.0 0.0 0.3
H 16.541408 6.954597 21.495649 0.5 -0.7 -0.3
C 14.643892 4.276855 22.916849 0.4 -0.3 -0.9
C 15.454536 5.243523 23.740470 1.4 -1.0 1.1
O 15.459343 6.558545 23.233878 0.4 -0.8 -0.9
O 13.393998 4.916963 22.677819 -0.2 -0.9 0.1
H 14.570752 3.296867 23.460835 -0.2 0.9 -0.3
H 15.139556 4.043043 21.929452 -0.3 0.4 0.8
H 16.505123 4.857829 23.810509 -0.6 0.3 -0.3
H 15.109620 5.206483 24.791991 -0.2 0.3 -0.5
H 15.087011 7.134512 23.884949 -0.5 1.0 0.8
H 12.723095 4.216122 22.603685 -0.1 0.3 0.0
C 12.285491 1.807653 18.425750 1.2 0.3 -0.8
C 12.179467 3.317374 18.740104 1.4 0.1 -1.2
O 11.173492 3.984584 18.015686 0.1 0.0 -0.3
O 11.177516 1.109433 18.903457 -1.2 -0.5 -0.3
H 13.220631 1.339967 18.861663 -0.7 0.8 -0.5
H 12.289837 1.674367 17.292399 0.1 0.1 1.4
H 13.146734 3.850610 18.437694 -1.0 -0.9 0.6
H 12.016509 3.404471 19.795700 0.1 0.3 0.8
H 10.324728 4.042133 18.478509 0.0 0.1 0.4
H 11.026810 1.182089 19.856375 0.1 0.2 0.2
C 11.130489 5.161602 13.089677 0.2 1.1 1.0
C 11.280366 4.704585 14.563566 1.0 0.2 -2.0
C 12.163657 5.630961 15.375507 1.4 -0.6 -0.7
O 10.014236 4.561438 15.131949 -0.4 -0.2 0.6
H 10.423443 4.538689 12.594340 -0.5 -0.7 -0.4
H 12.101625 5.093114 12.567276 -0.5 0.3 0.2
H 10.695063 6.187502 13.053461 0.6 -0.5 -0.1
H 11.803396 3.735156 14.453524 -0.3 0.0 0.6
H 12.300473 5.242509 16.376182 -0.2 0.1 0.3
H 11.793860 6.653237 15.402591 0.0 0.1 -0.1
H 13.191022 5.553701 14.910832 -0.9 0.5 0.3
H 10.180191 4.010744 15.912339 -0.2 -0.2 0.4
C 10.238347 6.760581 20.199464 -1.0 0.2 0.1
C 8.930307 6.411559 19.466383 0.8 -0.9 -1.4
C 9.042859 6.962119 18.011108 0.0 -0.3 0.3
O 8.844189 4.954088 19.428359 0.3 0.9 0.4
H 10.342158 6.187238 21.138033 0.1 0.3 -0.6
H 10.242908 7.828740 20.443717 0.0 -0.3 0.0
H 11.025330 6.571914 19.473966 0.4 -0.2 0.4
H 8.040392 6.842220 19.935292 0.1 -0.2 0.4
H 9.934377 6.539037 17.508985 -0.3 0.2 0.4
H 9.152780 8.049143 18.086279 0.0 0.0 -0.3
H 8.192686 6.713894 17.347658 0.1 0.1 0.5
H 8.030547 4.677296 18.957574 -0.1 0.1 -0.1
C 14.018906 8.993688 16.272918 -0.6 -0.2 1.2
C 13.002892 9.321773 15.162466 -0.7 -0.6 0.2
C 12.817444 10.795627 14.924191 2.0 0.5 -0.3
O 13.338009 8.719247 13.929991 0.6 -0.5 -0.3
H 14.152804 7.901791 16.383337 -0.2 0.3 -0.2
H 13.704029 9.334546 17.320258 0.2 -0.1 -1.6
H 14.994589 9.405051 16.056911 0.3 0.3 -0.1
H 12.028706 8.906346 15.452132 0.0 0.0 0.3
H 13.792637 11.189995 14.451231 -1.4 -0.3 1.0
H 12.650056 11.179022 15.929052 0.0 0.7 -0.2
H 12.015291 11.082650 14.249370 -0.2 -0.3 0.1
H 13.532744 7.781260 14.088007 -0.2 0.4 -0.1
C 10.273833 12.180092 20.485098 0.8 0.0 0.5
C 11.171105 11.612208 19.402256 0.3 0.0 0.3
C 11.099306 10.084198 19.508367 0.3 0.7 -0.3
O 10.735119 11.968749 18.071087 -0.4 -0.3 -0.5
H 10.743490 12.008032 21.476491 -0.3 0.0 -0.6
H 9.280197 11.752420 20.497986 -0.2 -0.2 -0.1
H 10.211853 13.235637 20.334086 -0.3 0.9 0.1
H 12.188775 12.045846 19.523993 -0.4 -0.6 0.1
H 10.143546 9.790176 19.116658 -0.6 -0.2 -0.1
H 11.187676 9.723967 20.521997 -0.1 0.3 0.4
H 11.829397 9.550260 18.942765 0.7 -0.2 -0.7
H 10.829566 12.901831 17.817234 0.2 -0.4 0.7
C 8.955042 10.197005 14.926624 -0.1 0.6 -1.2
C 8.192990 11.282661 15.631113 -0.3 -0.7 0.7
C 6.687490 11.246486 15.186826 0.8 0.2 -0.4
O 8.211713 10.991529 17.055447 0.5 0.9 -0.2
H 10.039753 10.188423 15.057820 -0.2 0.2 0.2
H 8.724311 10.360172 13.861809 0.3 -0.5 0.1
H 8.550068 9.274891 15.266160 -0.3 -1.1 0.0
H 8.738123 12.201832 15.404101 -0.6 0.5 0.2
H 6.487938 11.566626 14.141422 0.6 0.1 0.6
H 6.098530 11.889474 15.844311 -0.1 -0.3 0.0
H 6.341360 10.201094 15.176937 0.0 0.3 0.5
H 9.065200 11.313284 17.449366 -0.7 -0.3 -0.5
C 5.402150 2.200595 18.559051 -0.8 -0.5 1.3
C 5.465678 3.692093 18.659701 0.8 1.1 -2.6
C 5.371126 4.260125 20.023053 -1.1 0.6 0.9
O 6.748774 4.136265 18.110894 -0.7 0.1 0.5
H 4.450886 1.910931 19.010276 -0.1 -0.2 0.2
H 6.191258 1.781223 19.193751 0.0 -0.2 -0.4
H 5.354237 1.758900 17.566417 0.5 0.3 -0.2
H 4.677622 4.131803 18.004652 0.3 -0.2 0.5
H 4.407376 3.992522 20.456365 -0.1 -0.1 0.1
H 5.403379 5.357434 20.098499 0.1 -0.3 -0.6
H 6.112961 3.882586 20.691178 0.8 -0.5 0.4
H 6.826765 3.974335 17.152449 0.0 0.0 -0.1
C 6.642425 8.920524 24.446350 1.1 0.7 -0.4
C 8.054408 8.557381 23.930788 0.6 -0.4 0.5
C 8.259617 7.006327 23.684579 -0.2 2.1 -2.4
O 8.395069 9.320201 22.785158 0.2 -0.4 0.3
H 6.370097 8.165839 25.161866 -0.5 0.0 0.5
H 5.983553 8.909478 23.592255 -0.5 -0.5 -0.4
H 6.521327 9.965882 24.815065 0.5 -0.9 0.1
H 8.882634 8.800292 24.642495 -0.9 0.0 0.0
H 9.326198 6.962630 23.438493 0.0 -0.6 0.4
H 7.749023 6.651309 22.741129 0.1 0.4 1.0
H 7.928756 6.461229 24.525899 0.0 -0.9 0.9
H 7.608090 9.318224 22.240745 -0.4 0.3 -0.8
```
Forces are in eV/Å.

Properties
Energy (eV): -80878.8386
Energy relative to the best compared isomer or geometry (same formula, charge and spin) (kJ/mol): 0.0